Entry 1:
A structure of composition C22H42LaNP3SSe at a distorted geometry. Source: the OMol25 dataset; level of theory: the ωB97M-V functional and the def2-TZVPD basis.

Cartesian coordinates (Å):
La -1.0809 0.1838 -0.8564
P -1.4414 -2.2751 0.8764
P 1.3899 -0.6596 1.8123
P 1.3354 -1.4250 -1.6904
H -3.2136 2.3586 -3.7014
C -2.8974 1.3098 -3.6517
C -2.5527 0.7385 -2.4556
H -2.7691 1.4005 -1.5478
C -2.8365 -1.9917 2.0365
C -0.6628 -3.7286 1.6862
C -2.3554 -3.1247 -0.4929
C 2.5482 0.7317 2.1413
C 0.5629 -0.6311 3.4607
C 2.5763 -2.0389 2.1598
C 1.1403 -1.4187 -3.5181
C 1.5608 -3.2116 -1.3431
C 3.0690 -0.8601 -1.5462
H -3.0617 0.6979 -4.5453
H -2.5047 -0.4080 -2.4352
H -3.4709 -1.1695 1.6719
H -2.4620 -1.7265 3.0345
H -3.4270 -2.9183 2.0989
H -0.2560 -3.4705 2.6735
H 0.1543 -4.1178 1.0619
H -1.4107 -4.5263 1.8185
H -2.8720 -2.3904 -1.1355
H -3.0972 -3.8012 -0.0472
H -1.6514 -3.7095 -1.1131
H 3.2295 0.4651 2.9635
H 1.9780 1.6298 2.4139
H 3.1299 0.9425 1.2377
H 1.3381 -0.6320 4.2417
H -0.0832 -1.5062 3.5970
H -0.0389 0.2798 3.5583
H 3.1118 -1.7950 3.0903
H 3.3051 -2.1379 1.3458
H 2.0461 -2.9915 2.2883
H 2.0590 -1.8245 -3.9685
H 0.9757 -0.3942 -3.8807
H 0.2803 -2.0416 -3.8089
H 2.2463 -3.6477 -2.0847
H 0.5921 -3.7247 -1.4004
H 1.9808 -3.3568 -0.3399
H 3.6809 -1.3563 -2.3118
H 3.4845 -1.0831 -0.5542
H 3.0914 0.2269 -1.7014
C 0.9994 3.0337 -2.4785
C -0.2599 3.3674 -3.0067
C -0.4205 3.4979 -4.3945
C 0.6382 3.2129 -5.2655
C 1.8452 2.7385 -4.7367
C 2.0260 2.6272 -3.3497
Se 1.2877 3.2365 -0.5568
H 2.7283 3.4236 -0.7316
H -1.1355 3.5366 -2.3525
H -1.3849 3.7747 -4.8152
H 0.5186 3.3275 -6.3557
H 2.6610 2.4550 -5.3995
H 2.9749 2.2331 -2.9466
S -2.6226 1.6838 0.9130
C -1.9810 1.9058 2.4922
N -2.6696 1.3239 3.5408
C -2.2541 1.4035 4.8442
C -1.1437 2.1749 5.1517
C -0.4569 2.8368 4.1197
C -0.8822 2.7110 2.8027
H -3.5148 0.7855 3.3141
H -2.8526 0.8680 5.5781
H -0.8191 2.2744 6.1846
H 0.3978 3.4777 4.3460
H -0.4006 3.2199 1.9640

Properties
Energy relative to the best compared isomer or geometry (same formula, charge and spin) (kcal/mol): 40.4
Energy (eV): -129867.3074
HOMO (eV): -16.26
Net charge: +3
HOMO-LUMO gap (eV): 6.3


Entry 2:
A structure of composition C22H42MnN6OPSi3 at a distorted geometry. Source: the OMol25 dataset; level of theory: the ωB97M-V functional and the def2-TZVPD basis.

Cartesian coordinates (Å):
Mn 0.0819 -0.1691 -0.4751
C -4.9791 -0.0457 1.8164
N -3.5406 -0.3121 1.7078
C -2.7657 -0.8367 2.7051
C -1.5016 -0.9190 2.2069
N -1.4918 -0.4463 0.9264
C -2.7467 -0.0865 0.6422
P -3.3269 0.7743 -0.8499
C -2.1067 2.1226 -0.8128
N -0.8030 1.9518 -0.6389
C -0.2376 3.1946 -0.6970
C -1.2178 4.1228 -0.9002
N -2.3957 3.4342 -0.9735
C -3.7139 4.0396 -1.1786
C -2.5323 -0.2719 -2.1111
N -1.2677 -0.6856 -2.0992
C -1.0531 -1.3316 -3.2886
C -2.2059 -1.3137 -4.0149
N -3.1298 -0.6415 -3.2638
C -4.5186 -0.3917 -3.6648
H -5.3411 -0.5368 2.7142
H -5.4958 -0.4552 0.9533
H -5.1574 1.0242 1.8939
H -3.1799 -1.1115 3.6596
H -0.6229 -1.3025 2.6838
H 0.8203 3.3541 -0.5851
H -1.1808 5.1945 -0.9939
H -3.5760 5.1110 -1.2849
H -4.3535 3.8458 -0.3211
H -4.1701 3.6489 -2.0847
H -0.1053 -1.7759 -3.5370
H -2.4515 -1.7194 -4.9811
H -4.7042 -0.9414 -4.5822
H -4.6719 0.6693 -3.8463
H -5.1963 -0.7463 -2.8932
C 1.7865 1.0271 -2.9639
O 1.6284 0.4219 -1.6657
Si 2.7978 0.3793 -0.3912
C 4.3079 -0.5095 -0.9649
C 3.2143 2.1418 0.0049
C 1.6393 -0.5156 0.7909
Si 2.0230 0.0286 2.5854
C 1.6029 -1.2303 3.9156
C 1.1374 1.6401 2.9528
C 3.8765 0.2452 2.6853
Si 1.5962 -2.4201 0.4698
C 3.1620 -3.1392 1.1811
C 0.1630 -3.3874 1.1713
C 1.5206 -2.8011 -1.3781
H 2.5519 0.4823 -3.5142
H 2.0702 2.0723 -2.8523
H 0.8307 0.9597 -3.4773
H 4.8554 0.1332 -1.6609
H 4.1108 -1.4614 -1.4573
H 4.9779 -0.6987 -0.1224
H 3.2226 2.7312 -0.9168
H 4.2275 2.1975 0.4073
H 2.5456 2.6237 0.7167
H 0.6793 -0.9952 4.4454
H 2.4013 -1.1890 4.6613
H 1.5578 -2.2652 3.5779
H 0.3660 1.8670 2.2114
H 1.8302 2.4832 2.9835
H 0.6488 1.5940 3.9279
H 4.3905 -0.7145 2.6054
H 4.1107 0.6565 3.6713
H 4.3143 0.9255 1.9543
H 3.2676 -2.9510 2.2503
H 4.0583 -2.7701 0.6825
H 3.1291 -4.2235 1.0428
H 0.1058 -3.4006 2.2582
H 0.3806 -4.4118 0.8483
H -0.8206 -3.1320 0.7770
H 1.8914 -2.0544 -2.0781
H 0.5181 -3.1037 -1.6867
H 2.1615 -3.6831 -1.4807

Properties
Energy (eV): -98718.0136
HOMO (alpha / beta) (eV): -14.58 / -14.57
Net charge: +2
HOMO-LUMO gap (alpha / beta) (eV): 7.6 / 9.2
Spin multiplicity: 5